Entry from the Open Molecules 2025 dataset: an isolated molecule of C5H12N2 at a distorted geometry (ωB97M-V/def2-TZVPD).

Geometry as XYZ:
```
19
Properties=species:S:1:pos:R:3
H 0.224 -2.153 -2.407
H -1.083 -2.041 -0.371
H 0.758 2.192 2.557
C 0.184 0.335 1.732
H 1.089 0.799 3.387
C -0.892 -1.194 -1.094
C -0.185 0.842 0.522
C 0.451 -1.261 -1.823
H 1.346 -1.488 -1.093
H -1.860 -1.464 -1.802
N 0.774 1.530 -0.294
H 0.726 1.018 -1.205
H 0.641 -0.581 1.949
H -1.661 0.966 -0.828
H 0.790 -0.417 -2.394
H -2.046 -0.150 0.518
C -1.306 0.140 -0.262
N 0.379 1.272 2.797
H 1.671 1.654 0.112
```

As for the multiplicity: 1. The calculation puts the molecular weight at 100.165 g/mol. The value obtained for the relative energy (zero: lowest compared OMol25 entry of this formula, charge and spin) is 108.5 kcal/mol. As for the SMILES: CCC/C(N)=C/N. The value obtained for the HOMO energy is -6.15 eV. The calculation puts the total energy at -8355.432 eV. The max |F| is 3.950 eV/A.

These are the Mulliken partial charges, in e, on atoms 1 to 6: 0.3431, 0.3137, 0.2397, -0.8708, 0.2756, -0.2299

***

Entry from the Open Molecules 2025 dataset: an isolated molecule of C5H12N2 at a distorted geometry (ωB97M-V/def2-TZVPD).

Geometry as XYZ:
```
19
Properties=species:S:1:pos:R:3
H 0.652 -1.816 -0.832
H 0.950 1.289 2.798
H 1.084 -0.060 -1.045
H 0.621 -1.073 1.102
C -0.871 1.066 -0.009
C -0.980 -0.422 -0.459
H 1.394 -1.042 2.533
H -0.309 1.603 -0.815
C 0.350 -0.847 -1.198
H -1.863 1.528 0.097
N -0.274 1.414 1.236
H -0.996 -1.324 -2.961
H -1.204 -1.015 0.435
N 1.144 -0.483 1.733
H 0.708 -1.618 -3.164
H -1.851 -0.584 -1.106
H 0.145 0.064 -3.162
C -0.020 -0.920 -2.708
C 0.608 0.784 1.905
```

As for the multiplicity: 1. The calculation puts the molecular weight at 100.165 g/mol. The value obtained for the relative energy (zero: lowest compared OMol25 entry of this formula, charge and spin) is 28.9 kcal/mol. As for the SMILES: CCCC/N=C\N. The value obtained for the HOMO energy is -8.81 eV. The calculation puts the total energy at -8358.885 eV. The max |F| is 2.990 eV/A.

These are the Mulliken partial charges, in e, on atoms 1 to 6: 0.4049, 0.3735, 0.3944, 0.1664, -0.3751, -0.9665

***

Entry from the Open Molecules 2025 dataset: a cluster of 3 separate species, C5H12N2 in total at a distorted geometry (ωB97M-V/def2-TZVPD).

Geometry as XYZ:
```
19
Properties=species:S:1:pos:R:3
C 0.617 0.286 0.365
H 0.186 -2.886 0.413
H -1.363 -0.984 2.319
C 0.952 1.333 -2.302
H -0.901 -0.536 -0.505
H -0.857 2.986 -0.191
H 1.262 0.304 -2.463
H 0.978 0.909 1.180
C -0.649 -2.680 1.094
H -0.664 -3.505 1.820
H -1.579 -2.750 0.522
H 1.331 -0.408 -0.084
N -0.694 0.103 0.263
H 0.402 -1.228 2.353
C 0.363 1.711 -1.169
H 1.180 2.033 -3.109
N -0.040 2.959 -0.784
H -0.018 3.699 -1.482
C -0.504 -1.344 1.760
```

As for the multiplicity: 1. The calculation puts the molecular weight at 100.165 g/mol. The value obtained for the relative energy (zero: lowest compared OMol25 entry of this formula, charge and spin) is 140.4 kcal/mol. The value obtained for the HOMO energy is -7.16 eV. The calculation puts the total energy at -8354.050 eV. The max |F| is 6.326 eV/A.

These are the Mulliken partial charges, in e, on atoms 1 to 6: -0.5723, 0.2694, 0.2685, -1.0102, 0.2739, 0.2340

***

Entry from the Open Molecules 2025 dataset: a structure of composition C5H12N2 at a distorted geometry (ωB97M-V/def2-TZVPD).

Geometry as XYZ:
```
19
Properties=species:S:1:pos:R:3
H -2.017 -2.134 -1.246
H 1.977 -0.977 0.607
C 0.146 1.251 0.204
C -0.840 0.370 0.895
H 2.594 0.646 0.951
H -1.557 0.973 1.464
C 2.301 -0.039 0.156
C -1.345 -0.272 -0.388
H 1.449 1.143 -1.340
H -0.755 2.924 0.299
N 0.076 2.501 -0.114
N 1.154 0.530 -0.582
H -2.303 0.179 -0.649
C -1.464 -1.783 -0.369
H -0.474 -2.256 -0.430
H 0.209 -0.291 -1.060
H -1.967 -2.196 0.521
H 3.164 -0.224 -0.483
H -0.348 -0.346 1.564
```

As for the multiplicity: 1. The calculation puts the molecular weight at 100.165 g/mol. The value obtained for the relative energy (zero: lowest compared OMol25 entry of this formula, charge and spin) is 92.2 kcal/mol. The value obtained for the HOMO energy is -6.87 eV. The calculation puts the total energy at -8356.139 eV. The max |F| is 2.696 eV/A.

These are the Mulliken partial charges, in e, on atoms 1 to 6: 0.3431, 0.2678, 0.3153, -0.6176, 0.3150, 0.3657

***

Entry from the Open Molecules 2025 dataset: an isolated molecule of C5H12N2 at a distorted geometry (ωB97M-V/def2-TZVPD).

Geometry as XYZ:
```
19
Properties=species:S:1:pos:R:3
H -0.574 -2.668 -0.982
H 0.977 0.541 0.934
C -0.945 0.438 0.322
C 0.158 -0.145 -1.849
H -0.804 -2.263 0.665
N -0.168 1.717 2.295
H -1.167 1.436 -0.029
C -0.272 -1.953 -0.207
H -0.004 2.576 1.674
H 2.184 0.536 -1.300
C 0.057 0.460 1.426
H 0.109 -0.468 2.000
H 1.889 0.329 -2.906
N 1.677 -0.074 -1.995
H -1.072 1.735 2.670
H 0.784 -1.834 0.077
H -1.925 0.232 0.718
H -0.422 -0.020 -2.789
C -0.480 -0.576 -0.725
```

As for the multiplicity: 1. The calculation puts the molecular weight at 100.165 g/mol. The value obtained for the relative energy (zero: lowest compared OMol25 entry of this formula, charge and spin) is 116.5 kcal/mol. As for the SMILES: C/C(=C\N)CCN. The value obtained for the HOMO energy is -6.53 eV. The calculation puts the total energy at -8355.083 eV. The max |F| is 3.761 eV/A.

These are the Mulliken partial charges, in e, on atoms 1 to 6: 0.3315, 0.2925, -0.6555, -0.3413, 0.2822, -0.6407

***

Entry from the Open Molecules 2025 dataset: an isolated molecule of C5H12N2 at a distorted geometry (ωB97M-V/def2-TZVPD).

Geometry as XYZ:
```
19
Properties=species:S:1:pos:R:3
H 1.018 -0.609 -0.885
C -0.046 -0.451 -0.932
C -0.347 -1.270 1.361
H -1.815 -1.256 -0.012
H -2.174 -2.176 1.881
C 0.446 1.970 -1.270
H 0.604 -0.889 1.746
H 1.926 1.752 0.326
N -0.457 1.009 -0.640
N 1.901 1.761 -0.722
H 2.495 2.607 -0.787
C -1.173 -1.792 2.270
H 0.141 3.006 -1.328
H -0.434 -2.546 -0.286
H -0.371 -0.476 -1.975
H -0.677 1.170 0.302
H -0.909 -2.024 3.345
C -0.656 -1.447 -0.021
H 0.528 1.662 -2.373
```

As for the multiplicity: 1. The calculation puts the molecular weight at 100.165 g/mol. The value obtained for the relative energy (zero: lowest compared OMol25 entry of this formula, charge and spin) is 60.4 kcal/mol. As for the SMILES: C=CCCNCN. The value obtained for the HOMO energy is -8.81 eV. The calculation puts the total energy at -8357.516 eV. The max |F| is 3.842 eV/A.

These are the Mulliken partial charges, in e, on atoms 1 to 6: 0.3645, -0.6495, -0.0601, 0.3032, 0.2129, -0.4118